(1)
{"formula": "C48H52F3HgN7O6PS", "method": "the ωB97M-V functional and the def2-TZVPD basis", "charge": -2, "gap_ha": [0.0759, 0.2319], "homo_ev": [1.13, -3.13], "e_lumo_ev": [3.192, 3.183], "spin_multiplicity": 2, "symbols": ["Hg", "N", "P", "C", "C", "C", "C", "C", "C", "C", "C", "C", "C", "C", "C", "C", "C", "C", "C", "C", "N", "H", "H", "H", "H", "H", "H", "H", "H", "H", "H", "H", "H", "H", "H", "H", "O", "C", "O", "H", "O", "S", "C", "C", "C", "C", "H", "H", "H", "H", "H", "H", "H", "H", "N", "C", "C", "C", "C", "N", "C", "C", "H", "H", "H", "H", "F", "C", "F", "F", "C", "C", "C", "N", "C", "C", "H", "H", "H", "H", "C", "C", "C", "C", "C", "C", "O", "N", "C", "O", "N", "C", "O", "H", "H", "H", "H", "H", "H", "H", "H", "H", "H", "H", "C", "C", "C", "C", "C", "C", "H", "H", "H", "H", "H", "H", "H", "H", "H"], "coordinates": [[14.69379, 13.26812, 13.04132], [16.96988, 16.22356, 14.10904], [17.12005, 14.57192, 13.73294], [17.96123, 13.89804, 15.20034], [17.34556, 12.83418, 15.81901], [17.99838, 12.18922, 16.88458], [19.29417, 12.53965, 17.25260], [19.88162, 13.61021, 16.60496], [19.22332, 14.32417, 15.60896], [18.53012, 14.65398, 12.59662], [18.75310, 15.76110, 11.75612], [19.89086, 15.81651, 10.92401], [20.78770, 14.75466, 10.87553], [20.58195, 13.68182, 11.75675], [19.48235, 13.63363, 12.61504], [15.95576, 16.81493, 14.85595], [15.96832, 18.21417, 14.95309], [14.83081, 18.84590, 15.39598], [13.71883, 18.08339, 15.75285], [13.86852, 16.68840, 15.78108], [14.99072, 16.05458, 15.35679], [17.16414, 16.80203, 13.24655], [16.35750, 12.52996, 15.50500], [17.47098, 11.39833, 17.41238], [19.83082, 12.00283, 18.02272], [20.92421, 13.82313, 16.77334], [19.71666, 15.19109, 15.14536], [18.04703, 16.60049, 11.76598], [20.03586, 16.71606, 10.30647], [21.66426, 14.82695, 10.22660], [21.30247, 12.88191, 11.76932], [19.39044, 12.80948, 13.31484], [16.83538, 18.76781, 14.57826], [14.79393, 19.93592, 15.44006], [12.82542, 18.56675, 16.10066], [13.08326, 16.01267, 16.10287], [16.32778, 17.66172, 11.86844], [15.31749, 17.08326, 11.37095], [14.87157, 15.91645, 11.47235], [14.71690, 17.72006, 10.67409], [13.89232, 13.33052, 16.11585], [13.32080, 13.15868, 17.54004], [12.98445, 11.40639, 17.94986], [14.17459, 10.86604, 18.73950], [15.04999, 12.04881, 19.29511], [14.76788, 13.39998, 18.62578], [12.77479, 10.91587, 16.99108], [12.09281, 11.43626, 18.58845], [14.83092, 10.24069, 18.10683], [13.79380, 10.25178, 19.58083], [16.12941, 11.80635, 19.22369], [14.83415, 12.17002, 20.36786], [15.57222, 13.80862, 18.00274], [14.49024, 14.13618, 19.40764], [19.70899, 6.35558, 13.52578], [18.97691, 7.25990, 13.46394], [18.10106, 8.40082, 13.35145], [18.55638, 9.43277, 12.56261], [17.66773, 10.49966, 12.35827], [16.49309, 10.55386, 12.95681], [16.08116, 9.56748, 13.73372], [16.84835, 8.40993, 13.96646], [19.54177, 9.46733, 12.10439], [17.95071, 11.32554, 11.70804], [15.13410, 9.75506, 14.22262], [16.48483, 7.58376, 14.59938], [7.34034, 15.45021, 14.30757], [7.98446, 15.87258, 13.15660], [7.13678, 15.51629, 12.13662], [8.05478, 17.24154, 13.20181], [9.37832, 15.34558, 13.07420], [9.81895, 14.38104, 13.98131], [11.16546, 13.95963, 13.90988], [12.06553, 14.56867, 13.13661], [11.63450, 15.37384, 12.17070], [10.28798, 15.79726, 12.08846], [9.17563, 13.92981, 14.74412], [11.54876, 13.12557, 14.48753], [12.34919, 15.77078, 11.47266], [9.95807, 16.45940, 11.31504], [17.35031, 10.61727, 8.24251], [17.19432, 12.13022, 8.06330], [15.84972, 12.81981, 8.36402], [15.95181, 14.19854, 7.64453], [14.83096, 15.21257, 7.88936], [14.67431, 11.97632, 7.78759], [14.71173, 11.33294, 6.74138], [13.55266, 11.98130, 8.55833], [13.32741, 12.57079, 9.84585], [12.19280, 12.59506, 10.32304], [14.42534, 13.07584, 10.38492], [15.67596, 12.97396, 9.91378], [16.66907, 13.02170, 10.68480], [18.42714, 10.40139, 8.08005], [16.74261, 10.05781, 7.52565], [17.08374, 10.29483, 9.27232], [17.47082, 12.37077, 7.01839], [17.90814, 12.60356, 8.73332], [16.06111, 14.02728, 6.57532], [16.89597, 14.63455, 7.99005], [13.83504, 14.83746, 7.68925], [15.02393, 16.09781, 7.25679], [14.86739, 15.52829, 8.95328], [12.72696, 11.53305, 8.13490], [12.34725, 8.25578, 14.11679], [11.90238, 9.37049, 13.16652], [10.47570, 9.84956, 13.54739], [11.98259, 8.98678, 11.68663], [12.75508, 10.56615, 13.34950], [13.45627, 11.56028, 13.31226], [11.70781, 7.40382, 14.02929], [12.28064, 8.59155, 15.15811], [13.37458, 7.93177, 13.93853], [9.72489, 9.08197, 13.38244], [10.26911, 10.73413, 12.93849], [10.46523, 10.16838, 14.60277], [11.16090, 8.32763, 11.39444], [12.97032, 8.52635, 11.45822], [11.89003, 9.89609, 11.09215]], "atomic_forces_ev_per_a": [[0.7, -0.5, -0.5], [0.7, 0.6, -0.5], [-1.3, -0.1, 0.1], [-0.2, 0.2, -0.4], [0.4, -0.4, 1.0], [-0.3, -0.1, 0.0], [-0.9, 0.0, -0.3], [0.5, 0.4, -0.6], [0.2, 0.1, 0.3], [0.6, 0.6, -0.6], [0.3, -0.2, 0.0], [-0.7, 0.2, 0.1], [-0.3, 0.2, 0.7], [-0.1, 0.3, -0.3], [0.3, 0.0, -0.4], [0.1, -0.4, -0.7], [0.1, 0.4, -0.3], [0.1, 0.1, -0.1], [0.4, -1.0, 0.4], [0.9, 0.3, -0.4], [-0.8, 0.6, 0.0], [-0.6, -0.3, 1.0], [-0.1, -0.2, 0.0], [0.2, -0.1, -0.2], [0.0, -0.1, 0.0], [0.2, 0.3, 0.3], [-0.3, -0.5, 0.1], [0.4, -0.4, -0.3], [0.0, -0.5, 0.3], [-0.3, -0.3, 0.2], [0.1, -0.3, 0.1], [0.0, -0.1, -0.2], [-0.4, -0.2, 0.2], [0.0, -0.3, 0.0], [-0.4, 0.0, 0.0], [-0.1, 0.1, 0.1], [-0.4, -0.4, -0.1], [-0.3, -0.1, -0.5], [0.8, 0.6, 0.7], [0.0, 0.2, 0.0], [-1.1, -0.8, 2.1], [0.6, 1.4, -2.5], [0.5, 0.5, 0.2], [0.8, -0.1, 0.0], [0.4, -0.4, 0.7], [-0.6, -0.4, 0.6], [0.1, 0.1, 0.2], [0.0, 0.0, -0.3], [-0.5, 0.2, 0.2], [0.4, 0.2, -0.5], [-0.6, 0.0, 0.0], [0.1, -0.2, -0.2], [-0.3, -0.2, 0.0], [0.1, -0.2, -0.6], [0.2, -0.2, 0.1], [-1.0, 1.0, 0.0], [2.6, -4.1, 0.7], [-0.8, 3.4, -1.5], [2.6, -1.4, -0.3], [-1.6, 2.1, -0.3], [0.9, -2.1, 1.1], [-2.5, 1.5, 0.5], [-0.2, -0.3, 0.1], [-0.1, 0.0, 0.1], [-0.2, -0.3, 0.0], [0.3, 0.5, -0.4], [0.6, 0.6, -1.1], [-0.7, 0.2, 0.6], [1.0, 0.5, 0.7], [-0.7, -0.9, -0.1], [1.1, -0.7, -0.5], [0.6, -0.5, 0.0], [-0.4, 0.9, -0.1], [-0.1, -0.8, -0.6], [-1.5, 0.7, 0.5], [0.0, -0.9, 1.2], [0.1, 0.3, -0.5], [0.0, 0.2, 0.3], [0.5, -0.1, -0.1], [0.0, 0.3, -0.3], [0.1, 0.1, 0.5], [0.2, -0.2, -0.5], [0.2, -0.8, -0.1], [-0.5, 0.1, 0.5], [0.7, 0.5, 0.8], [0.4, 0.2, 0.3], [0.2, 0.7, 0.4], [-1.8, -0.7, -0.6], [0.2, 0.4, -0.7], [0.6, -0.3, -0.7], [0.3, 0.4, 2.1], [1.0, -0.1, 0.5], [-1.6, 0.3, -1.7], [-0.6, -0.2, 0.1], [0.1, 0.1, 0.1], [0.2, 0.2, -0.5], [-0.1, 0.0, 0.4], [0.1, 0.2, -0.1], [0.0, -0.3, -0.1], [-0.1, 0.0, 0.0], [-0.2, -0.2, -0.2], [-0.2, -0.3, 0.2], [-0.2, -0.1, -0.6], [0.7, 0.2, 0.4], [0.4, 0.4, 0.2], [-0.1, 0.8, 0.6], [0.6, 0.2, 0.0], [0.4, -0.2, -0.1], [0.7, 0.5, -0.1], [-0.3, 0.1, 0.3], [-0.6, -0.7, -0.2], [0.1, 0.1, -0.1], [0.0, 0.1, -0.1], [-0.2, -0.2, 0.0], [-0.2, -0.1, 0.0], [-0.1, -0.2, -0.3], [0.1, -0.3, 0.1], [-0.7, 0.2, 0.1], [0.1, 0.0, 0.0]]}

---

(2)
{"formula": "C4H8N2O", "method": "the ωB97M-V functional and the def2-TZVPD basis", "charge": 0, "gap_ha": 0.3806, "homo_ev": -9.54, "e_lumo_ev": 0.812, "symbols": ["O", "C", "N", "C", "C", "C", "N", "H", "H", "H", "H", "H", "H", "H", "H"], "coordinates": [[-2.72601, -0.66014, -0.50731], [-1.56087, -0.39072, -0.26435], [-1.14914, 0.90307, -0.02477], [0.24187, 1.28625, -0.17830], [1.05323, 0.32412, 0.66630], [0.82065, -1.10096, 0.16927], [-0.57315, -1.35403, -0.16534], [-1.85711, 1.56349, -0.30240], [0.58260, 1.25627, -1.23153], [0.36651, 2.31282, 0.17726], [0.76643, 0.48184, 1.71333], [2.12238, 0.52989, 0.58750], [1.16889, -1.79794, 0.94118], [1.45814, -1.26299, -0.71359], [-0.71444, -2.09097, -0.86726]], "atomic_forces_ev_per_a": [[0.4, 0.0, -0.2], [-0.1, 0.2, 0.1], [-0.2, 0.1, -0.1], [0.2, 0.1, -0.1], [0.1, 0.1, 0.0], [0.4, 0.2, 0.1], [-0.1, -0.7, -0.9], [0.0, 0.0, 0.1], [-0.2, 0.0, 0.3], [-0.1, -0.1, -0.1], [0.0, -0.3, -0.2], [0.0, 0.1, 0.0], [-0.2, 0.0, -0.1], [-0.2, 0.0, 0.1], [-0.1, 0.4, 0.9]]}

---

Calculated values (kJ/mol) of relative energy (zero: lowest compared OMol25 entry of this formula, charge and spin) for the records, taken in order: 0.0 22.4.